The following is a quantum chemistry calculation of a cluster of 2 separate species, C4H10N2O2 in total, from the OMol25 dataset.

Each line ends with the Löwdin charge.
Element x y z (Å)
1 C 0.91554 -1.82462 -0.30972  -0.015
2 C -0.39236 -1.48421 0.23704  -0.680
3 N -1.43421 -2.27579 0.02777  0.168
4 O -0.55889 -0.47098 0.81600  0.014
5 H 1.44927 -2.55035 0.35324  0.100
6 H 1.60022 -0.85726 -0.40495  0.124
7 H 0.93959 -2.12794 -1.35979  0.078
8 H -2.29568 -2.28971 0.53052  0.106
9 H -1.35195 -3.20606 -0.38982  0.115
10 C -0.73967 1.91870 -0.52025  -0.052
11 C 0.63724 2.28655 -0.15546  -0.582
12 N 1.17332 1.51236 0.92972  0.108
13 O 1.19164 3.04123 -0.90251  0.057
14 H -1.56274 2.12516 0.28978  0.122
15 H -0.86287 0.86560 -0.84273  0.075
16 H -1.23337 2.48417 -1.26242  0.054
17 H 2.06406 1.76864 1.33645  0.085
18 H 0.46087 1.08453 1.62712  0.122

Properties
Orbital gap = 9.87 eV
E_HOMO = -9.227 eV
Energy above the lowest of the compared OMol25 structures with the same formula, charge and spin = 176.65 kJ/mol
E_LUMO = 0.6 eV